Entry 1:
Below is a cluster of 15 separate species, C6H33Cl2FN2O14 in total, with properties calculated with the ωB97M-V functional and the def2-TZVPD basis.

Calculated values
- HOMO-LUMO gap: 10.36 eV
- Lowest unoccupied orbital energy: -0.55 eV

Geometry as XYZ:
```
58
Properties=species:S:1:pos:R:3:forces:R:3
C -1.1535 4.9325 -0.3383 -0.18 -0.05 -0.03
C -1.3351 3.5201 -0.8428 -0.48 0.26 -0.01
F -0.5192 3.2846 -1.9349 0.28 -0.05 0.18
C -1.0865 2.4285 0.2310 0.15 0.62 -0.20
Cl -2.5590 2.3340 1.2306 0.13 -0.10 -0.03
C 0.0369 2.7997 1.1123 -0.20 -0.73 0.29
N 0.8668 2.9024 1.8971 0.05 0.29 -0.09
C -0.8156 1.0277 -0.3625 0.31 -0.27 0.05
Cl -1.9914 0.6091 -1.6257 -0.03 0.03 -0.01
C 0.5602 0.9121 -0.8709 -0.20 0.25 -0.16
N 1.6440 0.8569 -1.2390 -0.08 -0.13 -0.04
H -1.3937 5.6104 -1.1555 0.11 0.04 0.00
H -1.8721 5.1230 0.4601 0.07 -0.01 0.06
H -0.1463 5.1293 0.0259 0.03 -0.05 -0.06
H -2.3675 3.4028 -1.1764 0.06 -0.18 -0.08
H -0.9322 0.2839 0.4250 0.04 0.07 0.09
O 1.5231 -1.3842 1.1755 -0.16 0.06 0.03
H 2.3957 -1.6550 1.4864 0.02 -0.11 0.03
H 1.6840 -1.0818 0.2756 0.08 -0.07 -0.01
O -0.2696 -3.1998 3.0227 -0.05 0.15 0.06
H 0.3040 -2.6107 2.5173 0.07 0.02 -0.40
H -0.8792 -3.5625 2.3744 0.02 -0.07 0.04
O -3.3700 -2.4738 -3.2452 0.17 -0.24 0.21
H -3.2952 -3.0906 -2.5046 -0.01 0.02 0.01
H -2.8619 -1.7067 -2.9590 -0.04 0.06 -0.07
O -5.6400 -4.2137 -2.2869 0.07 0.04 0.05
H -5.2157 -3.5094 -2.7884 -0.15 0.10 -0.15
H -6.2264 -4.6435 -2.9163 0.03 -0.04 0.02
O -4.9382 3.5833 3.4731 0.09 0.09 -0.05
H -4.4441 2.8970 3.0135 -0.14 -0.14 0.13
H -4.6669 3.4925 4.3917 -0.03 -0.02 0.00
O -4.3018 0.2063 3.0113 0.07 0.01 -0.07
H -3.6374 -0.3749 3.3958 0.00 0.03 0.04
H -4.9137 -0.3843 2.5606 -0.05 0.04 0.03
O 3.3249 1.0354 -3.9149 -0.08 -0.10 -0.08
H 2.8005 0.7630 -3.1549 -0.06 -0.05 0.02
H 4.1477 0.5437 -3.8281 0.05 0.10 0.03
O 4.6333 2.3437 -1.4090 0.04 0.02 0.20
H 4.6610 3.2893 -1.5809 0.05 -0.02 -0.04
H 3.7326 2.0860 -1.6314 0.02 -0.03 -0.05
O 2.0387 -1.8316 4.2855 -0.07 0.03 -0.20
H 1.8599 -0.8914 4.1777 0.01 0.01 0.08
H 1.1726 -2.2525 4.2020 0.12 -0.06 0.23
O 0.2529 2.5460 5.2130 0.00 0.04 -0.08
H 0.7328 2.7646 4.4060 0.00 -0.02 -0.05
H 0.0887 3.3959 5.6323 0.01 -0.03 0.03
O 4.4777 -2.5972 0.9718 -0.08 -0.02 0.11
H 4.9604 -3.3569 0.6285 -0.08 -0.02 -0.05
H 4.6723 -2.6009 1.9170 0.06 0.07 -0.01
O 6.5865 -0.6801 0.3150 -0.03 0.06 -0.07
H 6.4024 0.2523 0.1619 0.00 0.01 -0.07
H 5.7353 -1.1240 0.2062 0.03 0.01 0.17
O -1.6088 -4.6922 -4.5300 0.12 -0.07 0.10
H -1.0306 -5.0403 -3.8430 -0.02 -0.02 0.00
H -2.0249 -3.9210 -4.1248 -0.08 0.10 -0.18
O 1.4578 -3.9432 -4.2734 0.00 -0.04 -0.05
H 1.8705 -3.2014 -4.7259 0.02 0.00 0.02
H 0.8730 -4.3325 -4.9342 -0.08 0.09 0.02
```
Positions in Å, forces in eV/Å.

Entry 2:
Below is a cluster of 5 separate species, C22H57N3O8 in total at a distorted geometry, with properties calculated with the ωB97M-V functional and the def2-TZVPD basis.

Calculated values
- Structure (SMILES): COCCNCCOC.COCCNCCOC.COCCNCCOC.CCO.CCO
- Relative energy (zero: lowest compared OMol25 entry of this formula, charge and spin): 4.1676 eV
- HOMO-LUMO gap: 9.27 eV
- Lowest unoccupied orbital energy: 0.62 eV

Geometry as XYZ:
```
90
Properties=species:S:1:pos:R:3:forces:R:3
C 8.2531 -14.7779 -11.7238 -2.92 -0.90 -0.16
O 6.6863 -14.8734 -11.7789 2.59 0.67 0.39
C 6.2189 -15.9728 -12.5134 -0.07 -0.43 -1.81
C 5.9209 -15.4704 -14.0204 1.15 -0.56 1.26
N 5.0013 -14.3777 -14.1385 -0.84 -0.97 0.70
C 3.6161 -14.8561 -13.9384 -1.79 2.77 -0.98
C 2.6645 -13.9321 -14.8519 1.74 -1.91 1.13
O 1.3508 -14.2283 -14.5030 -0.42 -1.07 -0.99
C 0.4537 -13.5322 -15.3483 -0.46 0.78 1.28
H 8.5775 -15.7508 -11.3543 0.08 0.22 0.52
H 8.4497 -13.9307 -11.0668 0.04 -0.29 -0.14
H 8.7270 -14.6927 -12.7017 -0.44 0.47 -0.18
H 5.3835 -16.4974 -12.0497 -0.51 0.74 0.31
H 6.9682 -16.7644 -12.4986 0.38 -0.09 -0.49
H 5.5681 -16.2126 -14.7365 0.60 -0.49 0.24
H 6.9000 -15.0556 -14.2600 0.16 -0.31 -0.70
H 5.3292 -13.7661 -13.4046 -0.69 0.67 0.21
H 3.1392 -14.7207 -12.9677 0.64 -0.20 0.58
H 3.3945 -15.8740 -14.2592 0.67 -0.08 -0.02
H 2.9270 -14.2734 -15.8533 -0.28 0.55 -0.47
H 2.8781 -12.8762 -14.6860 0.21 0.17 -0.15
H 0.4862 -13.6292 -16.4335 0.85 -0.45 -0.08
H 0.6770 -12.5089 -15.0467 -0.77 0.62 -0.66
H -0.5633 -13.8133 -15.0748 0.07 0.12 0.27
C -17.6715 -17.9389 -13.2640 0.12 -0.26 2.01
O -16.7656 -16.8936 -13.4692 0.56 0.51 -1.60
C -16.3834 -16.7409 -14.8560 0.94 0.22 0.81
C -15.2371 -15.7146 -14.9889 -0.99 -0.89 -0.33
N -13.9418 -16.2880 -14.5543 -1.35 0.65 0.06
C -13.0945 -15.1604 -14.3253 2.32 0.67 0.22
C -11.6159 -15.6398 -14.1302 0.07 0.83 -0.17
O -10.7392 -14.7069 -13.4915 0.15 0.27 0.56
C -10.5543 -13.4261 -14.1271 -1.36 -1.34 0.21
H -17.4333 -18.8908 -13.7385 0.16 0.14 -0.41
H -18.7343 -17.7105 -13.3447 -0.06 0.39 -0.79
H -17.5483 -18.0796 -12.1902 -0.19 -0.56 0.16
H -17.2822 -16.5109 -15.4280 0.17 0.12 -0.31
H -15.8875 -17.6542 -15.1848 -0.53 -0.49 -0.23
H -15.5404 -14.7795 -14.5180 0.22 0.12 0.59
H -15.1066 -15.4497 -16.0382 -0.15 -0.17 -0.20
H -14.0690 -16.6538 -13.6215 -0.34 -0.61 0.11
H -13.3990 -14.5893 -13.4483 0.06 0.03 0.50
H -13.1906 -14.4171 -15.1167 0.21 -0.27 -0.46
H -11.1223 -15.9599 -15.0478 -0.39 0.13 -0.59
H -11.6036 -16.5455 -13.5237 -0.14 0.18 0.37
H -11.5370 -12.9546 -14.1363 0.00 0.42 -0.31
H -10.2170 -13.5977 -15.1493 0.28 0.36 -0.09
H -9.9014 -12.7924 -13.5268 0.22 -0.44 -0.11
C 10.8161 -12.9654 -4.6960 -0.47 0.02 2.31
O 9.6310 -13.6881 -4.9594 0.75 0.81 -1.83
C 9.2124 -13.2556 -6.2542 -1.72 -0.83 -0.45
C 7.8175 -13.8000 -6.4505 -1.20 0.55 0.96
N 6.8366 -12.9679 -5.6629 1.29 -0.25 -1.38
C 5.4319 -13.2682 -5.8042 -0.61 1.09 -1.24
C 4.8928 -13.0746 -7.2814 0.40 -0.98 1.18
O 3.5472 -13.4888 -7.2849 -0.36 0.34 0.29
C 3.0616 -13.6448 -8.5940 -0.27 -0.40 0.17
H 11.0340 -13.2026 -3.6547 0.59 -0.34 -0.05
H 10.5547 -11.9113 -4.6034 0.34 0.35 -0.70
H 11.6706 -13.1816 -5.3373 -0.19 0.03 -0.21
H 9.7594 -13.6356 -7.1171 0.96 -0.35 0.37
H 9.1874 -12.1730 -6.3781 0.10 0.22 0.45
H 7.8132 -14.8257 -6.0815 0.05 -0.35 -0.02
H 7.5649 -13.8569 -7.5093 -0.15 0.37 0.05
H 7.1624 -13.0005 -4.7074 -0.31 0.04 0.14
H 4.8779 -12.4831 -5.2896 -0.01 -0.24 0.58
H 5.1404 -14.2440 -5.4157 -0.21 -0.24 -0.20
H 5.4434 -13.7274 -7.9588 0.24 0.04 -0.27
H 4.9326 -12.0449 -7.6367 0.45 0.20 0.17
H 3.0445 -12.7405 -9.2023 0.40 0.36 0.08
H 2.0193 -13.9575 -8.5320 0.12 -0.28 0.08
H 3.6845 -14.4034 -9.0680 -0.20 -0.12 -0.51
C -2.5464 -12.2186 -11.4839 -1.92 0.73 1.46
C -3.9207 -11.3672 -11.8303 2.86 -2.07 -2.20
O -3.6150 -10.7683 -13.1523 -0.54 0.21 1.68
H -2.7644 -12.7722 -10.5706 -0.38 -0.39 0.07
H -1.6796 -11.6717 -11.1128 -0.15 0.78 -0.67
H -2.2001 -12.9678 -12.1958 -0.51 0.44 -0.46
H -4.3082 -10.7176 -11.0455 0.64 0.44 -0.11
H -4.7123 -12.0773 -12.0695 0.03 -0.35 0.48
H -4.4745 -10.5446 -13.5168 0.01 0.21 -0.27
C 0.8988 -8.9663 -7.0983 0.10 -0.36 -0.93
C -0.5535 -9.3640 -7.2908 -0.04 -0.19 -0.51
O -1.4293 -8.2227 -7.1862 0.55 -0.49 0.68
H 1.1170 -8.0817 -7.6966 0.03 0.35 0.54
H 1.5345 -9.7242 -7.5560 -0.08 -0.33 -0.07
H 1.2354 -8.9458 -6.0618 -0.32 0.60 -0.02
H -0.7174 -10.2274 -6.6460 -0.72 0.38 0.75
H -0.7559 -9.8002 -8.2690 0.50 0.12 -0.43
H -2.3150 -8.5105 -6.9532 -0.01 -0.11 0.00
```
Positions in Å, forces in eV/Å.

Entry 3:
Below is a structure of composition C7H12O2P at a distorted geometry, with properties calculated with the ωB97M-V functional and the def2-TZVPD basis.

Calculated values
- Relative energy (zero: lowest compared OMol25 entry of this formula, charge and spin): 2.6750 eV
- HOMO-LUMO gap: 8.22 eV
- Lowest unoccupied orbital energy: 3.71 eV
- Charge: -1

Geometry as XYZ:
```
22
Properties=species:S:1:pos:R:3:forces:R:3
C 0.9573 -0.0333 1.5510 1.58 -0.32 0.63
C -0.4469 -0.0353 0.9399 0.45 -1.67 1.89
C -0.3866 -1.2196 -0.0520 -0.28 -1.94 0.22
C -0.5001 0.8666 -0.2957 -2.56 3.33 0.61
C 0.3415 -0.1821 -0.8971 -0.75 -0.95 -5.82
C -1.7475 -1.7926 -0.5358 -0.04 -0.95 0.89
C 0.0296 2.3403 -0.3682 -0.48 -0.68 1.12
O 2.7423 1.0821 -0.2751 -0.05 -0.43 -0.17
O 2.5925 -1.5128 -0.2890 0.58 -1.45 0.05
P 1.9759 -0.1977 -0.0903 0.24 2.55 1.00
H 1.0820 0.8984 2.1339 0.43 -0.17 -0.52
H 1.3095 -0.8730 2.2777 -1.28 0.99 -1.31
H -1.1857 -0.0824 1.7489 -0.49 0.39 -0.45
H 0.3060 -2.0634 0.2841 -1.08 0.92 -0.52
H -1.6251 0.9098 -0.5611 1.73 -0.50 -0.26
H 0.2558 -0.2417 -2.4766 0.47 -0.02 4.32
H -1.6300 -2.1219 -1.6204 -0.39 0.00 1.50
H -2.5888 -1.0544 -0.4685 0.77 -0.54 -0.16
H -2.0221 -2.6712 0.2351 0.44 1.66 -2.09
H -0.6302 3.1803 0.0089 0.44 -1.23 -0.10
H 0.1844 2.5224 -1.4204 0.41 0.22 -0.35
H 0.9860 2.2812 0.1707 -0.15 0.78 -0.48
```
Positions in Å, forces in eV/Å.